# 1
{"formula": "C6H13NO3", "method": "ωB97M-V/def2-TZVPD", "species": ["C", "C", "C", "C", "C", "C", "H", "H", "H", "H", "H", "H", "H", "H", "H", "H", "H", "H", "H", "N", "O", "O", "O"], "coordinates": [[1.921838, -2.076111, 0.312934], [1.119014, -0.651359, -0.090239], [-0.244299, 0.497447, -1.702782], [-1.154783, 0.932950, -0.549059], [-0.286278, 1.232670, 0.645807], [0.417688, -0.060237, 1.112053], [1.045730, -2.840074, 1.074674], [1.758760, -2.595758, -0.834095], [2.732909, -1.534377, 0.681912], [2.203953, 0.133382, -0.118579], [0.979537, -1.340579, -2.196414], [0.381199, 1.164125, -2.015814], [-1.144258, 0.549292, -2.531219], [-1.718049, 1.561760, -1.077410], [-1.443311, -0.979784, -0.975878], [-1.066605, 1.207851, 1.463233], [0.938678, 2.644785, 1.200020], [0.912755, 0.276616, 1.948671], [-1.528519, -0.838257, 0.975490], [0.322816, -0.813345, -1.370229], [-2.113102, -0.110198, -0.439453], [0.514121, 2.240858, 0.449347], [-0.519965, -1.001627, 1.693196]], "forces_ev_per_angstrom": [[-7.807, -1.248, -2.964], [4.881, -0.927, 0.619], [-5.840, -3.518, -1.054], [2.790, -2.621, -0.959], [-4.937, -4.103, 2.939], [-3.325, -1.423, -2.352], [3.338, 2.754, -2.136], [1.871, 0.961, 3.479], [2.151, -1.030, 0.775], [-3.233, -1.750, -0.935], [-2.487, 2.252, 3.095], [4.138, 4.114, -1.408], [2.593, -1.244, 1.105], [-1.830, 4.484, -0.582], [-2.282, 2.660, 2.152], [0.616, 1.516, 0.006], [-0.095, -0.211, 0.589], [2.573, 0.307, 1.428], [3.834, -0.557, 2.598], [1.966, -0.734, -0.804], [2.860, -4.478, -0.558], [2.041, 3.453, -1.638], [-3.816, 1.342, -3.397]], "e_above_lowest_kj_mol": 887.48}

# 2
{"formula": "C6H13NO4", "method": "ωB97M-V/def2-TZVPD", "species": ["C", "O", "C", "C", "N", "C", "O", "C", "O", "C", "O", "H", "H", "H", "H", "H", "H", "H", "H", "H", "H", "H", "H", "H"], "coordinates": [[1.587536, 2.344340, 0.057866], [0.405355, 1.592189, 0.369139], [-0.228128, 0.692598, -0.545331], [-1.469139, 0.171748, 0.162468], [-2.441911, -0.310256, -0.843341], [-0.987122, -0.947940, 1.092787], [-0.580817, -0.461309, 2.338400], [0.388023, -1.434535, 0.381355], [0.124223, -2.767325, -0.205226], [0.698038, -0.505787, -0.774993], [2.188984, -0.272489, -0.872751], [1.531444, 3.209270, 0.734900], [2.529023, 1.812304, 0.156768], [1.413878, 2.744005, -0.941089], [-0.444535, 1.207331, -1.518671], [-1.799155, 1.066671, 0.747509], [-3.263271, 0.240943, -1.008893], [-2.856287, -1.198757, -0.554610], [-1.563494, -1.817903, 1.255512], [-0.088778, 0.346669, 2.102914], [1.243518, -1.577125, 0.994708], [0.810495, -3.253622, 0.218336], [0.450320, -1.062911, -1.679748], [2.351797, 0.181890, -1.668009]], "forces_ev_per_angstrom": [[-1.458, 0.555, -0.171], [-0.162, -0.234, 1.085], [2.080, 0.993, -1.252], [-1.247, 0.725, -0.354], [0.034, -1.116, 0.419], [3.913, 0.519, -0.973], [-0.209, 1.077, 0.559], [-2.187, -1.478, -1.698], [-0.051, 1.232, 0.388], [1.232, -0.281, -0.348], [-2.496, -0.992, 2.089], [0.257, -0.340, -0.090], [-0.180, -0.138, -0.020], [0.561, 0.038, -0.327], [-0.110, -0.196, 0.778], [-0.283, -0.877, -0.188], [0.100, 0.923, 0.116], [0.533, 0.136, -0.040], [-1.094, -0.647, -0.110], [-0.039, -0.120, 0.550], [0.408, 0.458, 1.155], [0.512, -1.287, 0.081], [-0.357, 0.221, 0.003], [0.244, 0.831, -1.652]], "e_above_lowest_kj_mol": 181.98}

# 3
{"formula": "C6H13NO4PS", "method": "ωB97M-V/def2-TZVPD", "species": ["C", "C", "S", "P", "N", "O", "O", "H", "H", "H", "H", "H", "H", "H", "O", "C", "O", "C", "C", "C", "H", "H", "H", "H", "H", "H"], "coordinates": [[4.906317, 0.030808, 0.731525], [4.394527, 0.668536, -0.333773], [3.291779, 2.008105, 0.019876], [1.432294, 0.912910, 0.478628], [1.093530, 0.121239, -0.774601], [1.858849, 0.014938, 1.689492], [0.333864, 1.944506, 0.947185], [5.229339, 0.625866, 1.577085], [4.947064, -1.048199, 0.735566], [4.620579, 0.458238, -1.368394], [3.016037, 2.670515, -1.118837], [0.149091, 0.373372, -1.086932], [1.625804, -0.898283, 1.466399], [0.693419, 2.607184, 1.559540], [-1.667265, 0.858042, -1.693077], [-2.259573, 0.055375, -1.022999], [-1.831295, -0.323546, 0.202258], [-2.679323, -1.375558, 0.716619], [-3.989878, -1.233553, -0.043679], [-3.515355, -0.700491, -1.395290], [-2.191052, -2.333700, 0.529382], [-2.798851, -1.244242, 1.788819], [-4.552096, -2.161994, -0.103904], [-4.621719, -0.489626, 0.442145], [-3.247148, -1.503150, -2.083603], [-4.238946, -0.037283, -1.859436]], "forces_ev_per_angstrom": [[-0.416, 0.859, -0.357], [0.284, -0.119, -0.192], [1.579, 1.224, 1.493], [-2.266, -1.847, -2.060], [-0.004, 0.230, 0.223], [0.792, 0.811, 0.644], [1.521, 0.695, 0.486], [-0.986, -0.377, 0.736], [1.296, -0.061, -0.339], [-1.104, -0.741, -0.196], [-0.214, -0.457, -0.180], [0.112, -0.089, -0.575], [0.071, -0.171, -0.036], [-0.539, 0.153, 0.241], [0.257, -0.029, 0.310], [-0.259, -0.145, -0.414], [-0.066, 0.022, 0.029], [-0.206, -0.173, 0.098], [-0.032, 0.016, -0.126], [-0.208, 0.047, 0.536], [0.026, 0.026, -0.050], [0.154, 0.122, 0.005], [0.066, -0.042, 0.006], [0.005, -0.011, 0.029], [0.017, 0.066, -0.085], [0.121, -0.008, -0.226]], "total_charge": 1}

# 4
{"formula": "C6H13NOS2", "method": "ωB97M-V/def2-TZVPD", "species": ["C", "C", "C", "C", "C", "C", "H", "H", "H", "H", "H", "H", "H", "H", "H", "H", "H", "H", "H", "N", "O", "S", "S"], "coordinates": [[0.278841, 1.637716, 1.335113], [-1.971452, 0.870413, 0.890712], [-0.308314, 0.840380, -0.833514], [0.430954, -0.314294, -1.451955], [0.124707, -1.773942, -0.901817], [0.687109, -2.166410, 0.335454], [0.522903, 1.002294, 2.299860], [1.258134, 1.601731, 0.782644], [-0.045190, 2.806950, 1.806357], [-2.553901, -0.034983, 0.626599], [-2.591523, 1.934349, 0.537217], [-1.891950, 1.133072, 2.033570], [0.319632, 1.888117, -0.992538], [-1.327885, 0.748110, -1.322716], [-0.051722, -0.264277, -2.467138], [-1.112082, -1.810383, -0.644003], [0.534183, -2.342100, -1.783190], [-0.170470, -1.901635, 1.210425], [0.947595, -3.223710, 0.376796], [-0.550656, 0.798135, 0.616500], [3.115228, -0.565342, -2.168338], [2.012807, -0.942043, 0.837383], [2.343051, 0.077850, -1.123422]], "forces_ev_per_angstrom": [[2.404, 1.110, 4.493], [-0.610, 3.520, 2.868], [-0.235, 2.045, 0.540], [0.093, -0.470, 0.944], [-3.557, 2.099, -3.741], [-0.700, 1.284, 5.576], [-0.225, 1.745, -1.259], [-0.888, 0.981, 0.943], [0.526, -3.112, -2.042], [0.418, 0.648, 0.287], [1.776, -2.823, 0.230], [-1.156, -1.228, -1.729], [-1.998, -2.393, -0.516], [1.109, 1.004, 0.341], [1.933, -0.311, 0.155], [3.134, -0.212, -1.877], [-1.107, -0.262, 0.984], [2.510, -1.078, -2.036], [0.333, 0.253, 0.232], [-2.562, -0.576, -3.183], [0.744, -0.755, -0.233], [0.723, -0.873, -1.554], [-2.664, -0.594, 0.579]], "e_above_lowest_kj_mol": 619.45}

# 5
{"formula": "C6H13NOSi", "method": "ωB97M-V/def2-TZVPD", "species": ["C", "Si", "C", "C", "C", "C", "C", "O", "N", "H", "H", "H", "H", "H", "H", "H", "H", "H", "H", "H", "H", "H"], "coordinates": [[1.692080, 1.065257, 0.558951], [0.222065, -0.148513, 0.001067], [-0.008672, 0.058576, -1.825746], [0.829653, -1.850924, 0.422059], [-1.265894, 0.363279, 1.004227], [-2.252618, 1.309014, 0.423600], [-3.104460, 0.106080, -0.148616], [-4.013665, -0.172345, -0.909798], [-2.363903, -0.835884, 0.560523], [1.266370, 2.021770, 0.583205], [1.873218, 0.816889, 1.614193], [2.548776, 0.811807, -0.165376], [-0.245035, -0.876730, -2.342346], [-0.567117, 0.912576, -2.120952], [0.940966, 0.316474, -2.182919], [0.689537, -2.123789, 1.397419], [0.799905, -2.819858, -0.097849], [1.982924, -1.558614, 0.519480], [-1.210033, 0.481057, 2.076718], [-1.702578, 2.111048, -0.131694], [-2.840141, 1.730576, 1.166946], [-2.295194, -1.769014, 0.340204]], "forces_ev_per_angstrom": [[-0.452, -3.339, -0.831], [1.404, 1.075, 0.426], [-0.339, -0.970, 0.476], [3.474, 0.530, -1.387], [-1.470, -3.358, -0.426], [0.497, 0.337, -2.046], [0.385, -1.816, -0.892], [0.887, 1.436, 0.815], [0.861, 5.489, 1.452], [-0.002, 1.782, -0.566], [0.531, -0.121, -0.351], [-1.056, 1.000, 1.389], [-0.531, 0.341, 0.050], [-1.149, 0.421, -0.308], [1.864, 0.248, -0.506], [-0.914, -0.457, 2.882], [-0.305, 0.761, -0.542], [-1.963, -0.878, -0.576], [0.314, -0.497, 0.312], [-1.284, -0.632, -0.285], [-1.067, 1.169, 1.416], [0.317, -2.523, -0.503]], "e_above_lowest_kj_mol": 324.03}

Looking at molecular weight for the records above, in order, we have 147.2 163.2 226.2 179.3 143.3 g/mol.
Looking at E_tot for the records above, in order, we have -516.60107 -592.06512 -1331.40223 -1162.58997 -655.85554 Ha.
Looking at max |F| for the records above, in order, we have 8.444 4.065 3.576 5.765 5.743 eV/A.